Here is a molecular structure, C53H59Ge2HgN2O7S4 from OMol25. Energies are from wB97M-V/def2-TZVPD.

The calculation puts the energy above the lowest of the compared OMol25 structures with the same formula, charge and spin at 4.82 kcal/mol. Its expectation value of S² is 0.757. Its calculated total energy is -8591.6457 a.u. Its net charge is -2. As for the largest force on an atom: 0.0222 hartree/bohr. As for the spin multiplicity: 2.

The geometry in XYZ format:
```
128
Properties=species:S:1:pos:R:3:forces:R:3
Hg 0.4188 -1.2163 -0.6520 -0.97 0.60 -0.04
O 5.9540 0.2644 2.8767 -0.53 -0.13 0.32
C 6.0407 0.7181 1.6506 0.37 0.07 0.02
O 7.0998 1.0969 1.1762 -0.07 -0.02 -0.05
C 4.8001 0.7450 0.8488 -0.39 0.00 -0.24
C 4.7272 1.1641 -0.4708 0.22 -0.16 0.36
N 3.4575 1.0205 -0.8699 0.36 0.00 0.20
N 2.6932 0.5591 0.1107 -0.86 -0.27 0.11
C 3.4603 0.3778 1.1692 0.32 0.14 -0.33
C 2.8118 -0.0650 2.4589 0.20 0.07 0.00
O 3.5681 -0.2479 3.4473 0.32 -0.04 0.06
O 1.5775 -0.1836 2.4535 -0.41 0.04 -0.07
H 4.9483 0.0277 3.1555 0.40 0.10 -0.26
H 5.5030 1.5243 -1.1142 0.17 0.14 -0.12
H 2.9648 1.4096 -1.6750 -0.09 0.01 0.07
C -0.9728 -0.7681 5.0521 0.07 0.02 -0.07
C -2.2768 -0.9020 4.3311 -0.10 0.04 0.05
C -2.6882 -2.1282 3.8252 -0.15 0.02 0.05
C -3.8206 -2.2413 3.0384 -0.06 0.05 0.09
C -4.1996 -3.5609 2.4341 0.05 0.05 0.01
C -4.5653 -1.0958 2.7467 0.20 0.00 0.45
C -4.2251 0.1248 3.3289 -0.09 -0.09 0.01
C -5.0489 1.3558 3.0811 0.04 -0.04 -0.08
C -3.0766 0.2065 4.1018 -0.03 -0.12 -0.03
C -5.7892 -1.2275 1.9225 -0.17 -0.07 0.29
C -6.9442 -1.5246 2.6414 -0.08 0.01 0.08
C -8.1591 -1.6946 2.0099 -0.02 -0.03 0.08
C -8.2088 -1.5784 0.6378 -0.02 0.01 0.04
C -7.0605 -1.2813 -0.0979 -0.27 -0.04 0.03
C -5.8338 -1.0989 0.5325 0.90 0.23 -0.48
Ge -4.1228 -0.6329 -0.4994 -0.03 0.19 -0.58
S -2.3402 -0.6342 0.7017 0.61 -0.10 -0.29
S -4.3061 1.3633 -1.6440 0.28 -0.62 -0.08
Ge -3.0456 0.2388 -3.2174 -0.21 -0.14 0.29
S -0.9101 0.4430 -3.1136 0.26 -0.34 0.50
S -3.8151 -1.7961 -2.4634 0.04 0.47 0.19
C -3.3292 0.7030 -5.1712 0.05 -0.20 0.82
C -3.4842 2.0328 -5.5490 -0.08 0.02 -0.18
C -3.4003 2.3977 -6.8875 0.01 0.04 -0.01
C -3.1340 1.4477 -7.8548 0.03 0.05 -0.18
C -2.9387 0.1319 -7.4807 0.02 -0.06 0.00
C -3.0259 -0.2441 -6.1440 -0.06 0.06 -0.26
C -2.8282 -1.6707 -5.8056 0.09 -0.25 -0.05
C -1.5518 -2.2182 -5.7018 -0.04 0.04 0.00
C -0.3139 -1.3973 -5.8855 0.12 -0.01 0.01
C -1.4265 -3.5698 -5.4071 -0.13 -0.09 0.04
C -2.5334 -4.3827 -5.2415 0.05 -0.05 -0.04
C -2.3911 -5.8439 -4.9274 -0.03 0.07 0.00
C -3.7971 -3.8253 -5.3814 0.09 0.05 -0.04
C -3.9574 -2.4805 -5.6601 -0.04 -0.07 -0.08
C -5.3278 -1.8920 -5.7898 0.05 0.01 0.02
C -3.7269 3.0797 -4.5353 -0.13 0.28 0.09
C -5.0240 3.3197 -4.0860 -0.01 0.10 -0.12
C -6.1749 2.5174 -4.6163 0.04 0.02 0.03
C -5.2325 4.2928 -3.1199 0.08 0.08 -0.03
C -4.1747 5.0135 -2.5902 -0.03 0.10 -0.03
C -4.3876 5.9945 -1.4753 0.03 -0.08 -0.02
C -2.8977 4.7919 -3.0836 -0.09 -0.06 0.02
C -2.6558 3.8380 -4.0583 0.00 0.06 0.07
C -1.2730 3.6563 -4.6065 -0.01 -0.03 -0.09
C -7.3140 -1.2190 -1.5553 -0.13 0.10 -0.35
C -7.8270 -0.0516 -2.1217 0.10 -0.06 0.05
C -7.8563 1.2314 -1.3479 0.00 0.08 0.00
C -8.3143 -0.0926 -3.4220 -0.02 -0.13 -0.06
C -8.3192 -1.2670 -4.1559 -0.08 0.01 0.02
C -8.8914 -1.3019 -5.5434 0.10 0.00 0.06
C -7.7860 -2.4129 -3.5811 -0.06 0.07 0.11
C -7.2822 -2.4065 -2.2908 -0.04 0.00 -0.10
C -6.7217 -3.6577 -1.6868 0.04 -0.02 0.01
H -0.7145 -1.6797 5.5888 0.04 -0.04 0.01
H -0.9956 0.0626 5.7568 0.04 0.04 0.03
H -0.1883 -0.5740 4.3164 0.14 0.02 0.13
H -2.0930 -3.0079 4.0218 0.13 -0.13 0.01
H -3.6001 -4.3638 2.8567 0.04 -0.07 0.02
H -4.0120 -3.5273 1.3598 -0.02 -0.07 -0.13
H -5.2571 -3.7845 2.5842 0.00 -0.04 -0.03
H -6.0877 1.1017 2.8710 -0.01 0.10 0.03
H -4.6551 1.8898 2.2151 -0.01 0.10 -0.11
H -5.0088 2.0255 3.9405 -0.01 0.04 -0.01
H -2.7833 1.1647 4.5093 0.04 0.12 0.05
H -6.8665 -1.6193 3.7170 0.02 0.00 0.06
H -9.0503 -1.9213 2.5813 -0.04 -0.01 0.01
H -9.1438 -1.7185 0.1088 -0.01 0.01 -0.05
H -3.5268 3.4385 -7.1581 -0.03 0.06 0.00
H -3.0640 1.7334 -8.8964 0.01 0.02 -0.06
H -2.6964 -0.6214 -8.2210 -0.03 -0.03 -0.02
H -0.5379 -0.4319 -6.3294 0.09 0.07 -0.01
H 0.4057 -1.9250 -6.5092 0.07 -0.07 -0.14
H 0.1434 -1.2082 -4.9159 0.02 0.05 0.00
H -0.4332 -3.9837 -5.2998 0.12 -0.11 0.01
H -1.3436 -6.1349 -4.8903 0.05 -0.06 0.03
H -2.8948 -6.4489 -5.6835 0.00 -0.07 0.01
H -2.8482 -6.0616 -3.9627 0.01 -0.10 0.07
H -4.6728 -4.4490 -5.2557 -0.11 -0.07 0.01
H -6.0542 -2.6674 -6.0209 -0.11 -0.06 -0.02
H -5.3581 -1.1211 -6.5583 -0.07 0.00 -0.07
H -5.6128 -1.4311 -4.8449 -0.08 0.09 0.09
H -6.0099 2.2364 -5.6557 -0.10 -0.02 -0.03
H -7.1051 3.0804 -4.5382 -0.07 -0.01 0.01
H -6.2796 1.5991 -4.0368 -0.02 -0.12 0.03
H -6.2370 4.4779 -2.7600 -0.10 -0.02 0.06
H -5.4461 6.2139 -1.3497 -0.05 0.06 0.07
H -3.8486 6.9240 -1.6586 0.00 0.06 0.03
H -4.0091 5.5633 -0.5484 -0.03 0.06 0.13
H -2.0665 5.3612 -2.6905 0.10 0.05 0.08
H -0.5328 4.0632 -3.9228 0.09 0.03 0.04
H -1.1873 4.1643 -5.5688 0.08 0.07 -0.09
H -1.0475 2.6040 -4.7630 0.06 -0.04 0.02
H -7.9825 1.0437 -0.2827 -0.06 0.09 0.03
H -8.6531 1.8873 -1.6994 -0.06 0.00 0.00
H -6.9036 1.7497 -1.4747 0.02 0.05 0.01
H -8.7234 0.8083 -3.8619 -0.05 0.09 -0.03
H -9.5423 -0.4469 -5.7107 -0.06 0.06 -0.08
H -9.4645 -2.2135 -5.7047 -0.05 -0.07 -0.06
H -8.0913 -1.2732 -6.2821 0.04 0.01 -0.14
H -7.7744 -3.3382 -4.1419 -0.01 -0.11 -0.09
H -6.9554 -4.5243 -2.3021 -0.03 -0.08 -0.03
H -7.1010 -3.8168 -0.6774 -0.01 -0.07 0.02
H -5.6363 -3.5709 -1.6240 0.06 -0.06 0.05
O 0.0729 1.9132 0.6173 0.03 0.25 0.06
H -0.7680 1.4608 0.4734 -0.24 -0.13 0.00
H 0.5649 1.3424 1.2270 0.08 -0.17 -0.01
O 0.1933 -2.5269 2.1530 0.10 -0.26 -0.08
H -0.7000 -2.1695 2.0882 -0.15 0.08 -0.08
H 0.7501 -1.7618 2.3904 -0.03 0.11 0.01
O 1.3184 2.3862 -1.8856 0.40 0.28 -0.13
H 0.6491 1.9542 -2.4312 -0.30 -0.07 -0.08
H 0.9488 2.3173 -0.9843 -0.10 -0.13 0.11
```
Positions in Å, forces in eV/Å.



Here is a single C5H8O molecule from OMol25. Energies are from wB97M-V/def2-TZVPD.

The calculation puts the energy above the lowest of the compared OMol25 structures with the same formula, charge and spin at 34.54 kcal/mol. As for the SMILES: O=CCC1CC1. Its calculated total energy is -270.5029 a.u. As for the largest force on an atom: 0.0146 hartree/bohr.

The geometry in XYZ format:
```
14
Properties=species:S:1:pos:R:3:forces:R:3
O 1.6071 1.3489 -1.0499 0.30 -0.13 0.33
C 1.7275 0.8921 0.0590 -0.12 0.06 -0.07
C 1.0539 -0.4027 0.5038 -0.14 0.11 -0.09
C -0.1829 -0.6210 -0.3457 0.14 0.03 -0.35
C -1.5903 -0.7029 0.1761 -0.01 -0.03 0.28
C -1.0925 0.5504 -0.5144 -0.54 -0.20 0.48
H 2.2972 1.4555 0.8278 0.11 -0.19 -0.06
H 1.7817 -1.2222 0.3974 -0.15 0.17 0.06
H 0.8061 -0.3400 1.5717 0.08 0.06 -0.14
H -0.0199 -1.1581 -1.2737 0.09 -0.04 0.12
H -2.2960 -1.3968 -0.2799 0.25 0.29 -0.09
H -1.7337 -0.5988 1.2487 0.06 -0.09 -0.11
H -1.4223 0.8222 -1.5055 -0.07 0.01 0.04
H -0.9360 1.3734 0.1844 -0.02 -0.05 -0.41
```
Positions in Å, forces in eV/Å.